Arrangement A

Formula: C10H18N2O3S
Source: the OMol25 dataset
Level of theory: the ωB97M-V functional and the def2-TZVPD basis

Structure (SMILES) ... CSCC[C@H](N)C(=O)N1CCC[C@H]1C(=O)O
LUMO level ... 0.5982 eV

The geometry in ORCA input format:
```
! wB97M-V def2-TZVPD RIJCOSX def2/J DEFGRID3
* xyz 0 1
N -1.44 2.24 -1.39
C -2.26 -0.46 -0.72
H 3.31 0.38 2.60
C -1.63 0.49 0.31
S -3.20 -1.77 0.04
H -4.38 -0.05 1.32
H -0.36 2.24 0.39
C 0.51 0.79 -0.97
O 2.73 -2.62 -1.50
H 0.71 0.67 1.73
C -0.71 1.51 -0.37
H -1.24 1.73 -2.28
H -1.49 -0.96 -1.34
H -1.11 -0.08 1.07
C 2.09 -1.78 -0.89
H 3.04 -0.03 -1.58
H -2.42 1.07 0.80
H 1.91 1.93 1.44
O 0.48 0.36 -2.11
H -5.23 -0.49 -0.25
C 1.67 0.85 1.26
H -5.34 -1.59 1.12
N 1.56 0.54 -0.16
O 0.89 -2.03 -0.30
H -2.89 0.13 -1.40
H 4.27 0.56 0.36
H 2.29 -1.01 2.14
H 4.25 -1.22 0.55
H 0.63 -2.93 -0.65
C 2.76 -0.10 1.75
H -0.98 3.17 -1.52
C -4.67 -0.85 0.62
C 3.63 -0.32 0.51
C 2.59 -0.36 -0.62
*
```

Arrangement B

Formula: C10H18N2O3S
Source: the OMol25 dataset
Level of theory: the ωB97M-V functional and the def2-TZVPD basis

Structure (SMILES) ... CSCC[C@H](NC(=O)[C@@H]1CCCN1)C(=O)O
LUMO level ... 0.4119 eV

The geometry in ORCA input format:
```
! wB97M-V def2-TZVPD RIJCOSX def2/J DEFGRID3
* xyz 0 1
C -1.96 0.65 0.84
O 2.02 2.39 -0.91
H -3.90 -1.62 -2.28
C 0.39 0.79 0.14
C 5.17 -1.32 0.67
H 4.94 -1.55 1.70
H -2.55 -1.74 1.82
H -0.78 2.97 -0.10
H 5.79 -2.11 0.29
H -4.22 -1.71 1.39
H 1.23 -0.42 -1.44
O 0.14 3.21 -0.23
H -2.20 -1.19 -2.18
H 0.50 0.84 1.25
C -2.97 -2.31 -0.30
C -3.22 -1.55 1.00
H 0.67 -1.28 -0.09
H 5.62 -0.33 0.58
H -4.14 0.50 1.03
C -3.14 -1.33 -1.51
H -1.37 0.42 -1.07
H -1.93 -2.69 -0.24
H -3.58 -3.22 -0.34
C 2.58 -0.27 0.35
O -1.73 1.06 1.95
N -1.06 0.76 -0.16
H 2.35 -0.39 1.41
C 1.24 -0.39 -0.33
H 3.06 0.71 0.20
C 0.92 2.20 -0.47
N -3.60 -0.14 -0.87
H -3.47 0.72 -1.40
C -3.29 -0.04 0.53
S 3.68 -1.51 -0.33
*
```

Question: of the structures shown, which is the least stable? Reply: arrangement B.